Run i
A single C20H25N3O4S molecule, computed with ωB97M-V/def2-TZVPD.

Last column: Löwdin charge in e.
Element x y z (Å)
O1 0.918 -2.217 2.798  0.062
C1 1.284 -2.104 1.646  -0.467
N1 1.394 -3.110 0.768  0.110
H1 1.625 -2.884 -0.194  0.119
C2 0.996 -4.473 1.055  -0.315
C3 -0.281 -4.828 0.289  -0.148
C4 -0.692 -6.269 0.576  -0.201
C5 0.433 -7.231 0.208  -0.212
C6 1.704 -6.878 0.974  -0.202
C7 2.121 -5.439 0.685  -0.150
H2 2.346 -5.329 -0.379  0.120
H3 3.020 -5.185 1.250  0.117
H4 1.525 -6.993 2.045  0.115
H5 2.511 -7.558 0.694  0.108
H6 0.627 -7.168 -0.865  0.113
H7 0.135 -8.256 0.436  0.107
H8 -0.924 -6.372 1.639  0.116
H9 -1.594 -6.514 0.012  0.108
H10 -1.081 -4.143 0.578  0.118
H11 -0.098 -4.703 -0.782  0.121
H12 0.804 -4.517 2.132  0.152
C8 1.641 -0.742 1.028  -0.059
N2 0.532 -0.275 0.210  -0.063
C9 0.491 -0.652 -1.081  -0.426
O2 1.325 -1.411 -1.556  0.041
C10 -0.623 -0.090 -1.962  -0.061
N3 -0.661 1.350 -1.985  0.084
C11 -1.731 2.053 -1.530  -0.447
O3 -2.723 1.508 -1.082  0.077
C12 -1.575 3.514 -1.612  -0.204
C13 -0.571 4.319 -2.100  -0.022
C14 -0.983 5.646 -1.866  -0.050
C15 -2.199 5.553 -1.254  -0.105
O4 -2.558 4.281 -1.101  0.075
H13 -2.877 6.304 -0.898  0.127
H14 -0.451 6.540 -2.117  0.104
H15 0.343 4.017 -2.570  0.111
H16 0.157 1.831 -2.318  0.129
H17 -1.602 -0.435 -1.616  0.135
H18 -0.448 -0.481 -2.970  0.135
C16 -0.500 0.448 0.918  -0.136
C17 -0.205 1.914 1.031  -0.488
C18 -0.992 2.884 1.565  -0.121
C19 -0.406 4.169 1.503  -0.183
C20 0.817 4.158 0.919  -0.407
S1 1.285 2.574 0.436  1.046
H19 1.484 4.977 0.740  0.065
H20 -0.881 5.059 1.874  0.107
H21 -1.965 2.689 1.979  0.125
H22 -1.472 0.319 0.431  0.121
H23 -0.581 0.012 1.922  0.143
H24 2.526 -0.834 0.396  0.133
H25 1.825 -0.019 1.824  0.124

SMILES = O=C(CN(Cc1cccs1)C(=O)CNC(=O)c1ccco1)NC1CCCCC1
E_HOMO = -0.32644 Eh


Run ii
A single C20H25N3O4S molecule, computed with ωB97M-V/def2-TZVPD.

Last column: Löwdin charge in e.
Element x y z (Å)
C1 0.318 -7.857 -2.582  -0.062
C2 0.197 -6.678 -3.542  -0.241
O1 1.069 -5.613 -3.207  -0.042
C3 0.779 -4.791 -2.172  -0.259
C4 -0.397 -4.813 -1.423  -0.005
C5 -0.577 -3.899 -0.398  -0.050
C6 0.404 -2.972 -0.116  -0.293
C7 1.577 -2.937 -0.850  -0.045
C8 1.764 -3.840 -1.873  0.018
H1 2.665 -3.841 -2.465  0.122
H2 2.326 -2.204 -0.601  0.120
S1 0.181 -1.793 1.203  0.685
O2 -1.091 -2.042 1.833  -0.291
O3 1.343 -1.786 2.045  -0.281
N1 0.207 -0.361 0.327  -0.228
C9 0.636 0.801 1.072  -0.187
C10 -0.465 1.304 2.005  -0.117
H3 -0.691 0.510 2.720  0.119
H4 -0.113 2.180 2.555  0.115
C11 -1.737 1.630 1.206  -0.223
C12 -1.496 2.866 0.342  -0.471
O4 -1.270 2.846 -0.850  0.069
N2 -1.559 4.021 1.045  0.073
H5 -1.705 3.991 2.042  0.147
C13 -1.226 5.306 0.468  -0.127
C14 0.075 5.829 1.015  -0.190
C15 0.168 7.069 1.637  -0.112
N3 1.286 7.551 2.147  0.058
C16 2.380 6.814 2.067  -0.154
C17 2.409 5.562 1.469  -0.053
C18 1.234 5.064 0.935  -0.018
H6 1.208 4.096 0.455  0.109
H7 3.325 4.994 1.422  0.102
H8 3.270 7.250 2.502  0.103
H9 -0.701 7.710 1.728  0.111
H10 -2.034 6.019 0.659  0.124
H11 -1.143 5.138 -0.611  0.130
C19 -2.150 0.410 0.376  -0.121
C20 -0.984 -0.123 -0.460  -0.181
H12 -1.258 -1.072 -0.926  0.119
H13 -0.730 0.599 -1.240  0.122
H14 -2.972 0.676 -0.290  0.125
H15 -2.480 -0.377 1.056  0.104
H16 -2.546 1.867 1.907  0.147
H17 1.515 0.502 1.644  0.115
H18 0.917 1.572 0.347  0.124
H19 -1.477 -3.900 0.197  0.116
H20 -1.178 -5.528 -1.626  0.108
H21 0.517 -6.980 -4.543  0.124
H22 -0.839 -6.325 -3.604  0.116
H23 1.345 -8.210 -2.562  0.081
H24 0.035 -7.569 -1.572  0.068
H25 -0.328 -8.666 -2.913  0.078

SMILES = CCOc1ccc(S(=O)(=O)N2CCC(C(=O)NCc3cccnc3)CC2)cc1
E_HOMO = -0.32637 Eh


Which of them is the most stable, and which is the least stable? run i and run ii, in that order.


Run i
A single C7H7NO3 molecule, computed with ωB97M-V/def2-TZVPD.

Last column: Löwdin charge in e.
Element x y z (Å)
C1 -1.937 -0.555 0.076  -0.295
C2 -1.090 -1.642 -0.141  -0.040
C3 0.262 -1.444 0.004  -0.042
C4 0.893 -0.162 -0.091  -0.137
C5 0.075 0.962 -0.121  0.023
C6 -1.296 0.725 -0.071  -0.312
C7 2.413 -0.024 0.032  -0.469
H1 -3.518 -1.487 0.311  0.130
H2 -3.759 0.464 0.485  0.168
H3 -1.450 -2.686 -0.257  0.122
H4 0.919 -2.292 -0.274  0.125
H5 0.480 1.987 -0.293  0.138
H6 -1.429 2.487 -0.399  0.135
H7 3.783 1.265 0.476  0.178
N1 -3.276 -0.471 0.180  0.099
O1 -2.051 1.792 -0.066  0.053
O2 2.820 1.231 0.131  0.079
O3 3.229 -0.972 0.005  0.044

SMILES = Nc1ccc(C(=O)O)cc1O
E_HOMO = -0.28289 Eh


Run ii
A single C7H7NO3 molecule, computed with ωB97M-V/def2-TZVPD.

Last column: Löwdin charge in e.
Element x y z (Å)
C1 1.405 -0.381 1.640  -0.028
C2 0.176 -0.953 1.876  0.011
C3 1.664 0.495 0.485  -0.065
C4 0.622 0.783 -0.283  -0.022
C5 -0.839 -0.867 0.853  -0.400
C6 -0.815 0.306 -0.058  -0.287
C7 -1.699 0.068 -1.229  -0.013
N1 -1.548 1.383 0.980  -0.341
O1 -0.879 1.879 1.816  0.130
O2 -1.788 -1.609 0.800  0.115
O3 -2.704 1.371 0.807  0.120
H1 2.226 -0.701 2.257  0.100
H2 -0.213 -1.497 2.719  0.121
H3 2.730 0.886 0.402  0.137
H4 0.822 1.543 -1.005  0.109
H5 -2.375 1.006 -1.292  0.119
H6 -2.442 -0.727 -1.022  0.100
H7 -1.040 0.125 -2.106  0.095

SMILES = C[C@]1([N+](=O)[O-])C=CC=CC1=O
E_HOMO = -0.34759 Eh


Run iii
A single C7H7NO3 molecule, computed with ωB97M-V/def2-TZVPD.

Last column: Löwdin charge in e.
Element x y z (Å)
C1 -0.890 -0.358 1.197  -0.215
C2 -0.481 -0.831 -0.151  0.067
C3 0.457 -0.145 -0.826  -0.205
C4 0.873 1.093 -0.387  -0.036
C5 0.399 1.597 0.763  -0.013
C6 -0.417 0.892 1.674  -0.384
C7 0.831 -0.640 -2.145  -0.359
H1 -2.668 -0.371 2.329  0.180
H2 -1.450 -1.025 2.900  0.053
H3 -0.995 -1.863 -0.552  0.191
H4 1.688 1.586 -0.396  0.061
H5 0.588 2.500 1.275  0.104
H6 -0.525 2.225 3.194  0.269
H7 2.382 0.172 -2.056  0.035
N1 -1.830 -1.169 1.954  0.036
O1 -0.900 1.215 2.787  0.050
O2 2.001 -0.263 -2.740  0.160
O3 0.043 -1.537 -2.688  0.006

SMILES = Nc1cc(C(=O)O)ccc1O
E_HOMO = -0.32789 Eh


Which of them is the most stable, and which is the least stable? run i and run ii, in that order.


Run i
A gas-phase ion, C4H6NO (charge +1), computed with ωB97M-V/def2-TZVPD.

Last column: Löwdin charge in e.
Element x y z (Å)
C1 -0.211 1.080 0.345  -0.103
C2 0.979 0.439 -0.356  -0.139
C3 -1.092 -0.025 0.529  0.025
C4 0.618 -0.810 -0.832  0.294
N1 -0.873 -1.089 -0.219  -0.197
O1 -1.458 -2.142 -0.285  0.062
H1 0.022 1.469 1.391  0.186
H2 -0.668 1.802 -0.212  0.119
H3 1.823 0.901 -0.985  0.196
H4 1.719 0.028 0.425  0.218
H5 -1.908 0.085 1.281  0.189
H6 1.050 -1.738 -1.082  0.149

E_HOMO (alpha / beta) = -0.52481 / -0.52449 Eh
total charge = +1


Run ii
A gas-phase ion, C4H6NO (charge +1), computed with ωB97M-V/def2-TZVPD.

Last column: Löwdin charge in e.
Element x y z (Å)
C1 -1.845 -0.134 -0.050  -0.036
C2 -1.028 -0.032 -1.112  0.182
C3 -0.767 0.399 0.685  0.004
C4 0.201 -0.279 -0.152  -0.553
N1 1.501 0.528 -0.416  0.284
O1 0.489 -1.608 0.020  0.083
H1 -2.968 -0.147 0.066  0.157
H2 -0.702 1.295 1.467  0.190
H3 2.283 -0.064 -0.062  0.188
H4 1.172 1.274 0.227  0.164
H5 1.632 0.730 -1.449  0.208
H6 0.031 -1.963 0.777  0.130

SMILES = [NH3+][C@]1(O)C2=C[C@H]21
E_HOMO = -0.50442 Eh
total charge = +1


Which of them is the most stable, and which is the least stable? run ii and run i, in that order.